[1]
This record from the OMol25 dataset describes one molecule with the formula C4H5O2P in a non-equilibrium geometry. The level of theory is the ωB97M-V functional and the def2-TZVPD basis.

Cartesian coordinates (Å):
C: -0.2497 -1.0070 0.5686
C: -0.8101 -0.9748 -0.6906
C: 0.4593 0.0603 1.2454
C: -1.0510 0.0349 -1.5613
O: -1.2148 0.0109 -2.8356
O: 1.3712 2.2398 1.9769
P: 1.2049 1.3856 0.5678
H: -0.3627 -2.0115 1.0913
H: -0.9471 -2.0571 -1.1075
H: 0.5448 0.1001 2.2778
H: -0.7424 -0.7503 -3.2433
H: 1.7977 2.9690 1.7106

## Properties
**Molar mass**: 116.06 g/mol
**HOMO (alpha / beta)**: -7.63 / -7.26 eV
**Relative energy (zero: lowest compared OMol25 entry of this formula, charge and spin)**: 85.2 kcal/mol
**Spin multiplicity**: 1
**Calculated total energy**: -17608.2933 eV
**Orbital gap (alpha / beta)**: 6.871 / 6.497 eV


[2]
This record from the OMol25 dataset describes C53H45N4O6P2SiSr as an isolated structure in a non-equilibrium geometry. The level of theory is the ωB97M-V functional and the def2-TZVPD basis.

Cartesian coordinates (Å):
Sr: -19.1862 7.8169 8.7477
C: -23.1297 8.3180 7.4610
Si: -22.3887 7.7845 9.1749
C: -23.2514 9.0244 10.3431
C: -24.2365 9.9336 9.9295
C: -24.6544 10.9762 10.7317
C: -24.1247 11.1669 11.9791
C: -23.2050 10.2338 12.4477
C: -22.7931 9.1631 11.6670
P: -21.6694 7.7930 12.2292
C: -22.4724 7.3961 13.8300
C: -22.0285 7.8306 15.0970
C: -22.6492 7.4211 16.2674
C: -23.7374 6.5486 16.2158
C: -24.1191 6.0861 14.9755
C: -23.5258 6.5020 13.8038
C: -20.1103 8.6259 12.7283
C: -19.7310 9.8743 12.2606
C: -18.4749 10.4399 12.5398
C: -17.5752 9.6977 13.3054
C: -17.9246 8.4446 13.7706
C: -19.1831 7.9344 13.5080
C: -23.3542 6.1290 9.3299
C: -24.7356 6.0970 9.0399
C: -25.4116 4.9133 8.8361
C: -24.7290 3.7020 8.9549
C: -23.3946 3.7303 9.2978
C: -22.7009 4.9177 9.4914
P: -20.9093 4.9132 10.0688
C: -20.3125 3.3663 9.2248
C: -20.0211 2.1938 9.9163
C: -19.5751 1.0572 9.2259
C: -19.4467 1.0960 7.8468
C: -19.6686 2.3035 7.1853
C: -20.1182 3.4381 7.8567
C: -21.0859 4.3335 11.8321
C: -22.1810 3.6580 12.3819
C: -22.1621 3.3187 13.7287
C: -21.1078 3.6614 14.5423
C: -20.0406 4.3221 13.9905
C: -20.0052 4.6075 12.6465
H: -24.2521 8.3445 7.4418
H: -22.7362 7.6567 6.6593
H: -22.7110 9.3183 7.2495
H: -24.6698 9.8637 8.9449
H: -25.3791 11.6600 10.3545
H: -24.4097 11.9934 12.6070
H: -22.7645 10.4208 13.4257
H: -21.1653 8.4832 15.1076
H: -22.3211 7.7978 17.2149
H: -24.2112 6.2734 17.1126
H: -24.9710 5.3981 14.9174
H: -23.8681 6.0427 12.8842
H: -20.4238 10.4586 11.6817
H: -18.2519 11.4370 12.2151
H: -16.6093 10.1013 13.6129
H: -17.2477 7.9203 14.3986
H: -19.4266 6.9793 14.0018
H: -25.2702 7.0499 8.9371
H: -26.4716 4.9152 8.6540
H: -25.2620 2.7815 8.7907
H: -22.8776 2.7642 9.4241
H: -20.1220 2.1422 10.9923
H: -19.3114 0.1367 9.7750
H: -19.0810 0.2355 7.2866
H: -19.5139 2.3687 6.1225
H: -20.3476 4.3469 7.3114
H: -23.0483 3.4592 11.7652
H: -23.0367 2.8442 14.1523
H: -21.1633 3.5564 15.6199
H: -19.2094 4.6587 14.6275
H: -19.1365 5.1115 12.1563
C: -21.3176 12.2711 9.8906
C: -20.2908 11.4470 9.1515
O: -20.1253 10.2524 9.3085
N: -19.5391 12.1608 8.2504
C: -18.6414 11.4404 7.3549
C: -19.4630 10.6743 6.3288
C: -20.1307 11.3477 5.3053
C: -20.8830 10.6326 4.3776
C: -20.9528 9.2622 4.5123
C: -20.2293 8.6618 5.5307
N: -19.5326 9.3536 6.4560
H: -22.3120 11.8258 9.6674
H: -21.3649 13.3130 9.5583
H: -21.1507 12.1905 10.9636
H: -19.8259 13.0803 7.9947
H: -18.0598 10.6983 7.9567
H: -17.9799 12.1653 6.9030
H: -20.0386 12.3999 5.2482
H: -21.3567 11.1564 3.5793
H: -21.5008 8.6795 3.7833
H: -20.2230 7.5761 5.6716
O: -17.6641 6.7796 10.7047
C: -16.4957 6.8959 11.0687
C: -15.5448 7.8205 10.5100
C: -14.2048 7.7124 10.9302
C: -13.2162 8.5298 10.4578
C: -13.5705 9.6499 9.6626
C: -14.8800 9.8340 9.2871
C: -15.8983 8.8707 9.5665
O: -17.0240 9.0014 9.0228
N: -11.8064 8.2769 10.7803
O: -10.9189 8.8361 10.1434
O: -11.6068 7.4449 11.6552
H: -16.1173 6.3059 11.8973
H: -13.9567 6.9168 11.5879
H: -12.7923 10.3455 9.4281
H: -15.1313 10.6695 8.6798
O: -18.0125 4.6687 5.0921
C: -18.2705 5.3327 6.0647
N: -18.5826 5.9871 6.9935

## Properties
**Molar mass**: 1011.62 g/mol
**Total charge**: -1
**HOMO**: -3.76 eV
**Relative energy (zero: lowest compared OMol25 entry of this formula, charge and spin)**: 0.0 kcal/mol
**Spin multiplicity**: 1
**Calculated total energy**: -101231.7893 eV
**Orbital gap**: 5.679 eV


[3]
This record from the OMol25 dataset describes a 2-piece molecular cluster, C5H8O overall in a non-equilibrium geometry. The level of theory is the ωB97M-V functional and the def2-TZVPD basis.

Cartesian coordinates (Å):
C: -0.9613 0.5776 -1.8328
C: -0.3104 -0.2638 -0.7750
C: 0.7642 0.0953 -0.0754
C: 1.4318 -0.7475 0.9719
C: -1.6909 0.1040 2.0669
O: -1.1924 0.9602 2.6241
H: -2.0170 0.7620 -1.5987
H: -0.4598 1.5459 -1.9335
H: -0.9327 0.0767 -2.8082
H: -0.7659 -1.2370 -0.5797
H: 2.4188 -1.0816 0.6276
H: 1.2125 1.0724 -0.2667
H: 0.8376 -1.6382 1.2082
H: 1.5905 -0.1829 1.9000

## Properties
**Molar mass**: 84.12 g/mol
**HOMO**: -9.20 eV
**Relative energy (zero: lowest compared OMol25 entry of this formula, charge and spin)**: 21.5 kcal/mol
**Spin multiplicity**: 1
**Calculated total energy**: -7361.3211 eV
**Orbital gap**: 10.412 eV


[4]
This record from the OMol25 dataset describes an isolated ion of composition C3H7NOS2 and charge -1 in a non-equilibrium geometry. The level of theory is the ωB97M-V functional and the def2-TZVPD basis.

Cartesian coordinates (Å):
S: -3.6125 -0.5386 0.4992
S: -2.3201 -0.6105 -0.9391
C: -0.6920 0.4720 -0.7999
C: 0.3378 -0.2628 0.1314
C: 1.7539 -0.1316 -0.2454
N: 2.5638 0.1039 0.8413
O: 2.1393 -0.5302 -1.2983
H: -4.3565 0.5598 0.4687
H: -0.3520 0.5976 -1.8159
H: -1.1533 1.5296 -0.5517
H: 0.0169 -1.4467 0.1460
H: -0.0499 -0.0480 1.1906
H: 2.2053 0.4540 1.7291
H: 3.5194 -0.1485 0.6440

## Properties
**Molar mass**: 137.23 g/mol
**Total charge**: -1
**HOMO (alpha / beta)**: 0.62 / -4.75 eV
**Relative energy (zero: lowest compared OMol25 entry of this formula, charge and spin)**: 35.0 kcal/mol
**Spin multiplicity**: 2
**Calculated total energy**: -28430.9408 eV
**Orbital gap (alpha / beta)**: 2.388 / 7.719 eV


[5]
This record from the OMol25 dataset describes C33H21F3N2O7RuS2Sb as an isolated structure in a non-equilibrium geometry. The level of theory is the ωB97M-V functional and the def2-TZVPD basis.

Cartesian coordinates (Å):
Ru: 0.4268 -1.0531 0.1771
O: -0.3490 -1.1061 4.6487
C: 0.9420 -1.2438 4.9987
C: 1.2178 -1.3529 6.3628
C: 2.5139 -1.4867 6.8082
C: 3.5758 -1.5224 5.9057
C: 3.3198 -1.4208 4.5583
C: 2.0093 -1.2820 4.0803
C: 1.7777 -1.1965 2.6353
O: 0.5544 -1.0131 2.1854
N: 2.7863 -1.2859 1.8179
N: 2.4093 -1.1809 0.5011
C: 3.4168 -1.2047 -0.3397
S: 5.0099 -1.4006 0.3309
C: 5.8215 -1.5523 -1.2893
C: 5.0900 -0.6490 -2.2487
S: 3.2990 -0.9600 -2.0542
H: -0.4132 -1.0776 3.6809
H: 0.3833 -1.3295 7.0509
H: 2.7052 -1.5611 7.8709
H: 4.5916 -1.6343 6.2595
H: 4.1188 -1.4464 3.8311
H: 5.7639 -2.5939 -1.6021
H: 6.8631 -1.2618 -1.1626
H: 5.3392 -0.8691 -3.2855
H: 5.2744 0.4056 -2.0434
O: -2.3468 -4.7357 -3.8768
C: -1.9161 -3.9584 -3.0771
C: -2.3930 -3.6850 -1.6703
O: -3.4297 -4.1574 -1.1556
C: -1.4329 -2.7810 -1.1231
C: -0.4303 -2.3821 -2.1268
O: 0.4400 -1.4532 -1.7796
C: -0.6338 -3.0344 -3.3591
O: -0.0739 -2.9855 -4.4496
O: -1.3466 -2.2889 0.0591
F: -5.2116 5.8674 0.8730
C: -4.4330 4.7814 0.7485
C: -5.0018 3.5312 0.8992
C: -4.1901 2.4164 0.7667
C: -2.8380 2.5586 0.4721
C: -2.2870 3.8271 0.3511
C: -3.0886 4.9518 0.4818
Sb: -1.6485 0.7707 0.2521
C: -2.6201 0.0479 -1.5282
C: -2.0335 0.0557 -2.7892
C: -2.6916 -0.5040 -3.8754
C: -3.9275 -1.0880 -3.6760
F: -4.5635 -1.6290 -4.7218
C: -4.5205 -1.1429 -2.4293
C: -3.8569 -0.5721 -1.3568
C: 0.0563 1.8133 -0.6073
C: 0.0176 2.4716 -1.8377
C: 1.1665 3.0110 -2.3917
C: 2.3606 2.8879 -1.7010
F: 3.4812 3.3858 -2.2453
C: 2.4316 2.2995 -0.4579
C: 1.2678 1.7709 0.0905
H: -6.0563 3.4403 1.1214
H: -4.6210 1.4299 0.8911
H: -1.2303 3.9494 0.1529
H: -2.6809 5.9487 0.3826
H: -1.0403 0.4510 -2.9410
H: -2.2457 -0.5080 -4.8611
H: -5.4698 -1.6450 -2.3039
H: -4.3033 -0.6393 -0.3711
H: -0.9242 2.5810 -2.3600
H: 1.1463 3.5244 -3.3440
H: 3.3738 2.2676 0.0753
H: 1.2973 1.4281 1.1209

## Properties
**Molar mass**: 901.50 g/mol
**HOMO (alpha / beta)**: -6.20 / -7.93 eV
**Relative energy (zero: lowest compared OMol25 entry of this formula, charge and spin)**: 14.6 kcal/mol
**Spin multiplicity**: 6
**Calculated total energy**: -90811.5811 eV
**Orbital gap (alpha / beta)**: 5.156 / 5.139 eV


[6]
This record from the OMol25 dataset describes a 2-piece molecular cluster, C4H11N3 overall in a non-equilibrium geometry. The level of theory is the ωB97M-V functional and the def2-TZVPD basis.

Cartesian coordinates (Å):
C: -2.2236 0.4681 -0.3475
C: -0.9168 1.2220 -0.6091
C: -1.8775 -0.6242 0.5408
C: -1.2220 -1.4203 1.1899
H: -2.9654 1.1134 0.1323
H: -2.6454 0.0743 -1.2764
H: -1.0009 1.8760 -1.4708
H: -0.6055 1.7747 0.2696
H: 0.4275 -0.9105 0.7663
H: -1.1259 -2.2520 1.8319
N: 1.5295 -0.6483 0.5293
N: 1.9808 0.6140 0.9331
N: 1.8296 -0.8827 -0.8867
H: -0.0610 0.5323 -0.8000
H: 1.7885 1.3293 0.2391
H: 2.9857 0.5840 1.0679
H: 2.8137 -1.1549 -0.9392
H: 1.2889 -1.6953 -1.1705

## Properties
**Molar mass**: 101.15 g/mol
**HOMO**: -7.81 eV
**Relative energy (zero: lowest compared OMol25 entry of this formula, charge and spin)**: 126.8 kcal/mol
**Structure (SMILES)**: C#CCC.NNN
**Spin multiplicity**: 1
**Calculated total energy**: -8792.1216 eV
**Orbital gap**: 8.857 eV


[7]
This record from the OMol25 dataset describes a 2-piece molecular cluster, CH2N3O3 overall in a non-equilibrium geometry. The level of theory is the ωB97M-V functional and the def2-TZVPD basis.

Cartesian coordinates (Å):
C: -1.5456 0.0533 -0.3266
N: 0.7345 0.1896 1.2555
N: 2.2143 -0.8010 -1.0667
N: 0.3348 -0.9043 1.0621
O: -1.0214 -1.0391 0.0897
O: -2.4528 0.2065 -1.1829
O: 2.1187 0.3459 -0.8345
H: -0.9951 0.8670 0.2406
H: 0.6126 1.0821 0.7629

## Properties
**Molar mass**: 104.05 g/mol
**Total charge**: -1
**HOMO (alpha / beta)**: -1.59 / -3.38 eV
**Relative energy (zero: lowest compared OMol25 entry of this formula, charge and spin)**: 121.1 kcal/mol
**Spin multiplicity**: 1
**Calculated total energy**: -11677.4978 eV
**Orbital gap (alpha / beta)**: 5.988 / 7.760 eV


[8]
This record from the OMol25 dataset describes a 4-piece molecular cluster, C4H13NO3 overall in a non-equilibrium geometry. The level of theory is the ωB97M-V functional and the def2-TZVPD basis.

Cartesian coordinates (Å):
N: -0.2709 0.9527 0.2170
C: -0.3209 -0.2841 -0.2683
C: -1.2834 -0.5312 -1.3892
C: 0.5207 -2.6362 -0.1062
C: 0.4519 -1.3289 0.2856
H: 0.3592 1.0042 1.0422
H: 0.1413 1.6495 -0.4231
H: -1.1675 -1.5460 -1.7319
H: -2.2766 -0.3163 -1.0149
H: 1.1863 -3.2349 0.5034
H: 0.1744 -2.9403 -1.0855
H: 1.0646 -1.0579 1.1422
H: 1.6125 4.0927 -1.1541
H: -1.1205 0.1323 -2.2444
O: 1.1708 3.2957 -0.8677
H: -1.3407 -2.6364 0.5473
H: -2.4467 -3.4714 1.1713
O: -2.2999 -2.6631 0.6563
H: 2.5025 2.8449 1.7904
H: 1.5853 2.9448 0.1231
O: 1.8479 2.3664 1.2812

## Properties
**Molar mass**: 123.15 g/mol
**HOMO**: -7.86 eV
**Relative energy (zero: lowest compared OMol25 entry of this formula, charge and spin)**: 102.0 kcal/mol
**Spin multiplicity**: 1
**Calculated total energy**: -11988.0482 eV
**Orbital gap**: 5.375 eV